Computed, not measured: a structure of composition C3H6N2O, with the ωB97M-V functional and the def2-TZVPD basis.

The geometry in XYZ format:
```
12
Properties=species:S:1:pos:R:3:forces:R:3:mulliken_charge:R:1
N 1.5740 -0.4199 0.4677 0.0 0.0 0.1 -0.690
C 0.5308 -0.0264 -0.4640 0.0 0.1 -0.2 0.105
C -0.6233 -0.9792 -0.8339 0.1 -0.3 -0.2 -0.421
O -1.5727 -0.1206 -0.1322 -0.1 0.1 0.0 -0.386
C -0.5742 0.7636 0.1924 0.1 0.4 0.4 0.352
N -0.5400 1.7609 0.9523 -0.3 -0.3 -0.3 -0.632
H 1.9678 0.4638 0.7919 0.2 -0.2 0.0 0.297
H 1.1635 -0.8180 1.3129 0.0 0.0 -0.2 0.269
H 0.9940 0.4264 -1.3463 -0.1 0.1 0.2 0.329
H -0.8584 -1.0013 -1.9024 0.0 -0.1 0.2 0.235
H -0.6183 -1.9916 -0.4230 0.1 0.2 0.1 0.272
H -1.4434 1.9423 1.3847 -0.1 0.1 0.0 0.271
```
Positions in Å, forces in eV/Å.

Output
Total charge ... 0
HOMO level ... -0.3594 Eh
Frontier orbital gap ... 10.77 eV
ΔE to the lowest compared entry with this formula, charge and spin ... 179.8 kJ/mol